Entry from the OMol25 dataset: a 2-piece molecular cluster, C2H5ClOS overall at a distorted geometry (ωB97M-V with the def2-TZVPD basis set).

Last column: Löwdin charge in e.
Positions of all 10 atoms, in Å:
C (1.00034, -1.17037, -0.60205)  -0.033
C (0.87666, -0.14483, 0.21085)  -0.875
O (0.68712, -0.14605, 1.53950)  -0.032
S (-2.67282, 1.02253, 0.25729)  0.487
Cl (0.87052, 1.37363, -0.65699)  0.673
H (-2.58446, 0.40975, -0.92512)  -0.217
H (1.07647, -0.98774, -1.65159)  0.043
H (0.87668, -2.22677, -0.30414)  0.084
H (1.21462, 0.67183, 1.94822)  0.182
H (-1.34514, 1.19803, 0.18403)  -0.312

Results
SMILES: C=C(O)Cl.S
Net charge: 0
Highest occupied orbital energy (Eh): -0.346
HOMO-LUMO gap (eV): 9.89
2S+1: 1